No. 1
Molecular formula: C4H15N2O
Method: DFT, wB97M-V/def2-TZVPD

Its energy above the lowest of the compared OMol25 structures with the same formula, charge and spin is 111.4 kJ/mol. The value obtained for the gap between HOMO and LUMO is 11.90 eV. For the total energy, the calculation gives -9412.5075 eV. The largest force on an atom comes out at 1.112 eV/Å. The LUMO energy comes out at -2.6 eV.

```
! RIJCOSX wB97M-V def2-TZVPD def2/J DEFGRID3
* xyz 1 1
N -1.0792 0.6967 0.3913
C -0.6355 1.1357 -0.9449
C 0.8716 0.8338 -1.1555
N 1.2397 -0.2731 -0.1949
C 1.6642 -1.5393 -0.8097
C 2.1796 0.1721 0.8748
H -1.2067 1.5081 0.9941
H -2.0363 0.3439 0.3332
H 0.3345 -0.3903 0.3319
H -1.1908 0.5409 -1.6736
H -0.8797 2.1720 -1.1519
H 1.0547 0.5979 -2.1865
H 1.5398 1.6671 -0.9476
H 1.1303 -1.7107 -1.7430
H 2.7140 -1.5521 -1.1095
H 1.4951 -2.3496 -0.1112
H 3.2211 0.0261 0.5978
H 2.0709 1.2159 1.0746
H 1.8896 -0.2848 1.8237
H -4.4595 -0.5438 1.7857
H -3.1873 -0.9673 2.2297
O -3.6251 -0.7923 1.3875
*
```

---

No. 2
Molecular formula: C6H11NO
Method: DFT, wB97M-V/def2-TZVPD

Its energy above the lowest of the compared OMol25 structures with the same formula, charge and spin is 615.3 kJ/mol. The value obtained for the gap between HOMO and LUMO (alpha / beta) is 7.25 / 7.25 eV. For the total energy, the calculation gives -9932.0773 eV. The largest force on an atom comes out at 2.720 eV/Å. The LUMO energy (alpha / beta) comes out at 0.3 / 0.3 eV.

```
! RIJCOSX wB97M-V def2-TZVPD def2/J DEFGRID3
* xyz 0 1
C -1.5626 -0.0533 1.4361
O -0.7404 -0.1341 2.5846
C -1.4467 1.0852 0.6138
C -0.6094 1.6353 -0.1674
H 0.0652 0.3682 2.4070
H -0.9284 -0.7384 0.5728
H -2.5686 -0.3550 1.7212
H -0.4839 2.5685 -0.6692
C -0.1997 -1.4940 -1.6439
N 0.3469 -0.8647 -0.4466
C 0.8762 0.4667 -0.5818
C 1.8971 0.8913 0.2729
H 0.9904 -1.4664 0.0533
H 0.9920 0.7438 -1.6266
H 0.5731 -1.7022 -2.3916
H -0.6874 -2.4287 -1.3681
H -0.9446 -0.8257 -2.0781
H 1.9276 0.5622 1.3011
H 2.5033 1.7413 0.0106
*
```

---

No. 3
Molecular formula: C46H67Br2N6O9P2SSiSr
Method: DFT, wB97M-V/def2-TZVPD

Its energy above the lowest of the compared OMol25 structures with the same formula, charge and spin is 49.1 kJ/mol. The value obtained for the gap between HOMO and LUMO is 6.75 eV. For the total energy, the calculation gives -254382.2303 eV. The largest force on an atom comes out at 0.914 eV/Å. The LUMO energy comes out at 1.6 eV.

```
! RIJCOSX wB97M-V def2-TZVPD def2/J DEFGRID3
* xyz -1 1
Sr 0.0716 -0.3112 0.4739
Br 1.8684 4.6228 1.1434
C 0.4762 3.9733 2.2574
C 0.1176 4.6972 3.4074
C -0.9416 4.3016 4.1663
Br -1.3764 5.2978 5.7242
C -1.7261 3.1789 3.7884
C -2.8755 2.7211 4.4715
C -3.5744 1.6556 3.9800
C -3.1336 1.0333 2.7957
N -2.0617 1.4195 2.1495
C -1.3496 2.4656 2.6312
C -0.1780 2.8248 1.8411
O 0.1366 2.1129 0.8143
H 0.6928 5.5697 3.6843
H -3.1906 3.2232 5.3763
H -4.4561 1.2825 4.4825
H -3.6785 0.1905 2.3830
O -5.3438 -4.4033 3.7602
C -5.2863 -4.1374 2.5447
O -6.0837 -4.3719 1.6213
C -4.0842 -3.2366 2.1477
C -3.0691 -2.9685 3.0583
C -2.0199 -2.1534 2.6772
N -1.9352 -1.5898 1.4690
C -2.9283 -1.8183 0.5947
C -3.9953 -2.6531 0.8888
C -2.8835 -1.0816 -0.7494
O -3.7174 -1.3708 -1.6026
O -1.9696 -0.1906 -0.8779
H -3.1338 -3.3976 4.0489
H -1.2121 -1.9264 3.3687
H -4.7685 -2.8372 0.1576
C 1.3985 -3.3884 -4.6142
N 1.5021 -2.8832 -3.2580
C 2.6695 -3.2739 -2.4815
C 0.5623 -2.0865 -2.7098
C -0.6533 -1.7484 -3.5290
O 0.6895 -1.6807 -1.5531
H 2.0980 -4.2142 -4.7266
H 1.6503 -2.6259 -5.3566
H 0.3989 -3.7643 -4.8250
H 2.6887 -4.3575 -2.3474
H 2.6242 -2.8013 -1.5023
H 3.5864 -2.9709 -2.9933
H -0.3885 -1.3785 -4.5208
H -1.2428 -1.0107 -2.9916
H -1.2726 -2.6384 -3.6609
C -0.9299 4.7386 -1.9999
N -0.9816 3.4518 -1.2332
C -2.3307 3.3276 -0.5223
N -3.4114 3.4712 -1.4391
C -3.2869 4.7099 -2.1902
N -2.0251 4.8152 -2.9244
C -1.9425 3.7924 -3.9800
P -2.0751 2.0175 -3.3880
C -0.7656 2.2533 -2.1152
C -3.5496 2.2918 -2.3052
H 0.0331 4.7782 -2.5121
H -0.9890 5.5506 -1.2728
H -0.2640 3.3894 -0.4875
H -2.3326 4.1183 0.2308
H -2.3411 2.3454 -0.0480
H -3.3442 5.5490 -1.4924
H -4.1140 4.7838 -2.8964
H -0.9996 3.9243 -4.5179
H -2.7436 3.9848 -4.6973
H 0.1973 2.3783 -2.6026
H -0.6815 1.4910 -1.3527
H -3.6814 1.3933 -1.7015
H -4.4376 2.4079 -2.9293
C 3.1595 0.3897 -3.2145
P 2.6401 1.4765 -1.8296
C 4.0446 1.2574 -0.6828
C 2.9712 3.1276 -2.5496
C 2.4642 3.4432 -3.8146
C 2.5990 4.7168 -4.3473
C 3.2397 5.7107 -3.6203
C 3.7572 5.4113 -2.3685
C 3.6283 4.1335 -1.8415
H 2.4250 0.4036 -4.0215
H 3.1861 -0.6243 -2.8159
H 4.1411 0.6476 -3.6161
H 5.0099 1.4712 -1.1474
H 4.0204 0.2310 -0.3101
H 3.9034 1.8961 0.1900
H 1.9625 2.6802 -4.4014
H 2.2044 4.9330 -5.3325
H 3.3419 6.7070 -4.0303
H 4.2676 6.1756 -1.7962
H 4.0464 3.9175 -0.8677
C 1.2451 -3.2261 4.8515
C 2.6971 -3.0654 5.2944
C 2.7730 -2.1413 6.5056
C 3.3208 -4.4170 5.6299
O 3.4396 -2.4178 4.2675
Si 3.6430 -2.6899 2.6579
S 2.6267 -1.3639 1.4727
O 3.1945 -4.2764 2.4708
C 3.0751 -5.0773 1.2987
C 3.1244 -6.5241 1.7802
C 4.2320 -4.8082 0.3393
C 1.7348 -4.7928 0.6277
O 5.2469 -2.5822 2.3208
C 6.4768 -2.5888 3.0236
C 6.4679 -1.5724 4.1619
C 6.7362 -3.9954 3.5581
C 7.5415 -2.2093 1.9995
H 0.6175 -3.5571 5.6812
H 1.1639 -3.9471 4.0385
H 0.8767 -2.2607 4.4961
H 2.2503 -2.5772 7.3588
H 2.3199 -1.1786 6.2664
H 3.8154 -1.9720 6.7814
H 2.7441 -4.9163 6.4116
H 4.3414 -4.2790 5.9937
H 3.3398 -5.0519 4.7451
H 4.0767 -6.7227 2.2755
H 3.0111 -7.2165 0.9434
H 2.3183 -6.7052 2.4927
H 5.1835 -5.0144 0.8304
H 4.2338 -3.7637 0.0213
H 4.1484 -5.4497 -0.5423
H 0.9220 -4.9851 1.3299
H 1.5973 -5.4396 -0.2431
H 1.6774 -3.7496 0.3153
H 5.7064 -1.8231 4.8961
H 6.2460 -0.5785 3.7693
H 7.4450 -1.5462 4.6503
H 5.9548 -4.2806 4.2624
H 7.7025 -4.0499 4.0645
H 6.7320 -4.7121 2.7348
H 7.3226 -1.2221 1.5910
H 7.5398 -2.9290 1.1792
H 8.5338 -2.1939 2.4551
*
```

---

No. 4
Molecular formula: C49H35N11O3Ti
Method: DFT, wB97M-V/def2-TZVPD

The value obtained for the gap between HOMO and LUMO (alpha / beta) is 4.86 / 5.03 eV. For the total energy, the calculation gives -97031.5607 eV. The largest force on an atom comes out at 2.276 eV/Å. The LUMO energy (alpha / beta) comes out at -1.4 / -1.4 eV.

```
! RIJCOSX wB97M-V def2-TZVPD def2/J DEFGRID3
* xyz 0 1
Ti -0.9810 -0.0178 -0.1653
C -1.4830 6.3722 1.1406
C -1.0011 6.1051 2.4257
C -0.4726 4.8597 2.7458
C -0.4728 3.8970 1.7534
C 0.0268 2.5027 1.7479
N -0.2628 1.9222 0.5557
C -0.7431 2.9255 -0.2981
N -0.8425 2.9006 -1.5832
C -0.6209 1.8344 -2.4198
C -0.1772 1.9931 -3.7841
C 0.2166 3.1141 -4.5157
C 0.6491 2.9128 -5.8114
C 0.6942 1.6198 -6.3686
C 0.3099 0.5089 -5.6431
C -0.1305 0.7079 -4.3361
C -0.5296 -0.2136 -3.2940
N -0.5449 -1.5275 -3.4187
C -0.7233 -2.3383 -2.3830
N -0.9746 -1.9270 -1.0933
C -0.6290 -2.9076 -0.2623
N 1.1100 -2.3649 1.1369
C 1.6109 -1.2243 1.8778
N 0.6632 -0.2380 2.2481
C 1.2966 0.8366 2.7274
N 0.7884 2.0625 2.7506
C 2.6580 0.4296 3.0497
C 3.7040 1.1498 3.6190
C 4.9177 0.5136 3.7781
C 5.0907 -0.8078 3.3372
C 4.0694 -1.5188 2.7274
C 2.8340 -0.8941 2.6040
C -0.2427 -4.0817 -0.9744
C 0.1995 -5.3487 -0.5776
C 0.5421 -6.2462 -1.5652
C 0.4554 -5.8935 -2.9282
C 0.0266 -4.6440 -3.3261
C -0.3314 -3.7282 -2.3374
N -0.8125 0.5239 -2.1594
C -0.9558 4.1602 0.4842
C -1.4549 5.4020 0.1441
H -1.8768 7.3566 0.9179
H -1.0335 6.8839 3.1781
H -0.0774 4.6432 3.7327
H 0.1826 4.1044 -4.0749
H 0.9622 3.7599 -6.4099
H 1.0452 1.4956 -7.3866
H 0.3550 -0.4894 -6.0650
H 3.5535 2.1766 3.9346
H 5.7473 1.0364 4.2388
H 6.0561 -1.2823 3.4704
H 4.2233 -2.5275 2.3631
H 0.2703 -5.6072 0.4743
H 0.8903 -7.2359 -1.2946
H 0.7401 -6.6223 -3.6791
H -0.0247 -4.3723 -4.3752
H -1.8145 5.6005 -0.8592
O 3.2508 -3.8646 0.5701
C 3.6285 -2.8839 -0.2897
C 4.7952 -3.1164 -1.0133
C 5.2599 -2.1812 -1.9167
C 4.5647 -0.9908 -2.1180
C 3.4094 -0.7550 -1.3957
C 2.9254 -1.6807 -0.4657
C 1.6650 -1.3300 0.2556
O 0.8831 -0.4198 -0.2965
N -0.3850 -2.5748 1.1004
N -1.1736 -1.3867 1.3584
C -0.6792 -0.8241 2.5787
C -1.5624 0.1447 3.3448
C -1.6018 0.0293 4.7303
C -2.3434 0.9464 5.4581
C -3.0144 1.9510 4.7805
C -2.9138 1.9844 3.3990
N -2.2065 1.1003 2.6972
H 2.3666 -3.6248 0.9181
H 5.3106 -4.0577 -0.8538
H 6.1656 -2.3842 -2.4776
H 4.9172 -0.2596 -2.8364
H 2.8437 0.1556 -1.5437
H -0.4725 -1.6213 3.2868
H -1.0561 -0.7654 5.2281
H -2.3919 0.8782 6.5387
H -3.6008 2.6955 5.3072
H -3.4253 2.7529 2.8246
C -4.5934 1.3421 -1.1259
C -4.0534 0.0442 -0.5511
C -4.7810 -0.3422 0.7256
C -4.1522 -1.0790 -1.5721
O -2.6646 0.2623 -0.2585
H -5.6571 1.2430 -1.3523
H -4.0577 1.6008 -2.0432
H -4.4585 2.1572 -0.4075
H -5.7878 -0.6884 0.4815
H -4.8597 0.5056 1.4063
H -4.2392 -1.1455 1.2295
H -5.1956 -1.2295 -1.8540
H -3.7599 -2.0077 -1.1543
H -3.5750 -0.8329 -2.4675
*
```

---

- The highest total energy belongs to which entry?
  C4H15N2O

---

- The highest total energy belongs to which entry?
  C4H15N2O

---

- The lowest total energy belongs to which entry?
  C46H67Br2N6O9P2SSiSr

---

- Which formula does entry 1 have?
  C4H15N2O